19
Properties=species:S:1:pos:R:3:forces:R:3:mulliken_charge:R:1 method="wB97M-V/def2-TZVPD" e_above_lowest_kj_mol=134.6 e_homo_ev=-10.17 e_lumo_ev=0.638 orbital_gap_ev=10.811
C -0.35269 -0.31572 1.96413 2.302 -2.362 2.732 -0.617
O 0.66655 -1.07454 2.78363 -0.137 1.150 0.043 -0.553
C 0.29004 0.21203 0.74936 -0.740 1.383 -2.246 -0.332
C -0.88554 0.50975 -0.26092 0.686 0.820 0.683 -0.571
C -0.64887 1.53894 -1.35430 1.513 -0.216 -0.170 -0.552
O -0.94060 2.86952 -0.92908 -0.431 -0.539 0.211 -0.524
H -1.02441 -1.16094 1.81488 -0.647 0.687 -0.513 0.257
H -0.69310 0.39521 2.71505 -0.801 0.395 -0.805 0.353
H 0.98981 -0.43383 3.44440 -0.013 -0.626 -0.461 0.303
H 0.94228 -0.49171 0.23040 0.026 -0.340 0.507 0.270
H 0.90265 1.10877 0.88808 -0.222 -0.013 0.405 0.296
H -1.70467 0.93945 0.33058 -0.355 -0.711 -0.243 0.345
H -1.04997 -0.46504 -0.71412 -0.888 0.106 -0.013 0.357
H -1.17621 1.26343 -2.27512 -0.215 0.161 0.187 0.353
H 0.42829 1.53101 -1.58315 -0.078 -0.244 -0.287 0.305
H -0.69992 3.42653 -1.66877 -0.001 0.348 -0.046 0.306
H 1.30987 -2.73495 -1.67968 0.500 0.657 -0.648 0.299
H 1.74867 -4.01281 -2.08555 0.547 -0.595 -0.594 0.325
O 1.89781 -3.10510 -2.36983 -1.046 -0.060 1.257 -0.622


19
Properties=species:S:1:pos:R:3:forces:R:3:mulliken_charge:R:1 method="wB97M-V/def2-TZVPD" e_above_lowest_kj_mol=47.0 e_homo_ev=-9.86 e_lumo_ev=0.576 orbital_gap_ev=10.433
C -1.29767 -0.99655 -0.71751 -1.497 -0.613 0.300 -0.579
C -0.32378 -1.05645 0.44692 0.262 -0.306 0.035 -0.411
C -0.58011 0.00506 1.49738 -0.243 -0.202 0.795 -0.671
O 0.57837 0.30119 2.28559 0.250 0.391 -0.072 -0.592
C -0.77096 -0.38882 -1.99150 0.544 0.539 -0.148 -0.490
O -0.13112 0.87292 -1.79361 -0.564 -0.070 0.122 -0.533
H -2.21547 -0.46065 -0.44525 0.255 0.415 0.278 0.323
H -1.74703 -1.99513 -0.87825 0.609 0.188 -0.392 0.356
H 0.69922 -0.95179 0.09282 0.152 0.163 -0.142 0.276
H -0.33996 -2.05129 0.89692 -0.112 0.043 0.171 0.333
H -1.41093 -0.29313 2.15633 0.142 0.049 -0.188 0.430
H -0.87062 0.95608 1.05529 0.071 0.008 -0.222 0.352
H 0.74072 -0.28550 3.02978 -0.356 -0.190 -0.235 0.299
H -1.61409 -0.18521 -2.66403 0.350 -0.220 -0.039 0.335
H -0.04076 -1.05276 -2.46539 -0.206 -0.217 -0.163 0.280
H 0.54811 0.81394 -1.10441 0.197 -0.003 -0.233 0.330
H 1.54825 1.16259 0.84671 0.411 -0.052 0.106 0.337
H 2.77672 0.57433 0.14068 -0.111 0.134 0.030 0.324
O 2.09681 1.25264 0.04848 -0.154 -0.057 -0.002 -0.698


19
Properties=species:S:1:pos:R:3:forces:R:3:mulliken_charge:R:1 method="wB97M-V/def2-TZVPD" e_above_lowest_kj_mol=214.3 e_homo_ev=-8.80 e_lumo_ev=0.607 orbital_gap_ev=9.407
C -1.08123 -1.74102 0.87975 0.346 -2.234 -0.435 -1.185
C 0.10902 1.83953 1.05165 -0.771 3.248 -1.118 -0.402
O 1.29071 1.65686 1.79540 -0.221 -0.369 0.352 -0.519
C -0.78082 0.68745 0.74601 0.178 -0.522 1.966 -0.671
C -0.69055 -0.44471 1.46362 -0.317 1.367 -0.668 0.105
H -0.14445 -2.29552 0.69452 0.090 0.192 0.137 0.287
H -1.61501 -2.49836 1.47259 -0.279 0.665 0.200 0.354
H -1.49823 -1.76545 -0.14837 -0.210 0.737 0.687 0.308
H -0.43517 2.83047 1.25348 0.192 -1.374 1.025 0.298
H 0.44853 2.25932 0.10783 0.400 -0.783 -0.710 0.278
H 1.18512 1.91683 2.71325 -0.240 -0.044 0.006 0.318
H -1.54462 0.80759 -0.00409 0.349 -0.039 -0.671 0.560
H -0.19742 -0.32314 2.43305 0.352 -0.812 -0.476 0.263
H 0.10935 0.03291 -1.24130 -0.228 0.048 0.460 0.392
H 0.69440 0.28427 -2.56391 0.007 0.853 0.008 0.202
O 0.11061 0.70759 -1.92716 0.211 -0.186 -0.430 -0.604
H 0.66179 -1.09352 -3.25305 -0.192 -0.147 -0.352 0.324
H 2.05980 -1.17202 -2.57498 0.069 0.089 -0.070 0.338
O 1.31819 -1.68908 -2.89830 0.264 -0.690 0.087 -0.644


19
Properties=species:S:1:pos:R:3:forces:R:3:mulliken_charge:R:1 method="wB97M-V/def2-TZVPD" e_above_lowest_kj_mol=138.6 e_homo_ev=-9.80 e_lumo_ev=0.627 orbital_gap_ev=10.429
O -0.13008 1.40993 1.60975 1.797 -0.615 -0.169 -0.487
C 1.05899 1.12243 1.63048 -1.309 -0.226 -1.293 -0.011
C 1.91378 0.59633 0.44190 -1.521 1.519 0.978 -0.483
C 2.05803 -0.88257 0.21591 -1.770 -0.684 0.539 -0.405
C 0.69459 -1.66013 0.31313 2.559 -2.310 1.695 -1.068
H 1.66596 1.32500 2.49541 0.243 0.126 1.114 0.344
H 1.50372 1.17934 -0.41506 0.516 -0.714 0.219 0.277
H 2.89521 0.90891 0.72062 0.862 0.849 -0.273 0.297
H 2.51966 -0.92629 -0.74601 0.307 -0.618 -0.719 0.309
H 2.73800 -1.34257 0.96290 -0.275 0.383 -0.519 0.297
H 0.72818 -2.59730 -0.29761 0.073 0.634 0.613 0.290
H -0.21937 -1.20860 0.11074 -1.258 1.507 -0.641 0.365
H 0.64232 -1.96254 1.41895 -0.221 0.143 -1.548 0.274
H 0.39292 5.97193 -2.18773 0.193 0.608 0.105 0.315
H -0.49533 4.86064 -1.97997 -0.656 -1.320 -0.055 0.308
O -0.38949 5.74610 -1.67808 0.462 0.715 -0.048 -0.623
H -5.63975 -4.92760 -0.66127 1.374 -0.603 0.511 0.313
H -5.76939 -3.39559 -1.00256 1.758 1.988 0.108 0.308
O -6.16796 -4.21743 -0.95148 -3.132 -1.383 -0.618 -0.622